Density functional theory data (ωB97M-V/def2-TZVPD) for a molecular structure, C42H36CdGe2N5O2S.

Geometry as XYZ:
```
89
Properties=species:S:1:pos:R:3:forces:R:3
Cd -0.8951 -0.8402 -0.2253 -0.371 0.128 -0.435
O -3.4548 -4.1443 -0.4910 -0.010 0.026 -0.106
C -2.7749 -3.1686 -0.7740 -0.205 -0.051 -0.004
O -1.5519 -2.9697 -0.4799 0.144 0.009 0.162
C -3.4540 -2.0625 -1.6081 -0.087 -0.138 -0.006
C -4.7140 -2.3504 -2.1882 0.025 0.057 0.018
C -5.3231 -1.4037 -2.9510 0.051 -0.036 0.040
C -4.6932 -0.1506 -3.1380 0.003 0.006 0.004
C -5.2641 0.8927 -3.9036 0.018 0.008 0.004
C -4.6207 2.0893 -4.0353 -0.005 -0.018 -0.009
C -3.3731 2.2943 -3.4084 -0.008 -0.023 0.010
C -2.7971 1.3023 -2.6675 -0.029 0.054 0.025
C -3.4456 0.0560 -2.5151 -0.020 0.119 -0.011
N -2.8464 -0.9114 -1.7628 0.086 -0.172 0.088
H -5.1448 -3.3202 -1.9925 -0.003 -0.019 0.002
H -6.2850 -1.5884 -3.4130 -0.025 -0.007 -0.011
H -6.2229 0.7249 -4.3770 -0.033 -0.004 -0.016
H -5.0644 2.8839 -4.6188 -0.019 0.029 -0.020
H -2.8701 3.2465 -3.5141 0.021 0.031 -0.009
H -1.8388 1.4412 -2.1879 -0.065 -0.039 -0.046
N 2.1374 1.5469 -2.9301 -0.075 0.017 0.060
C 1.6847 2.7762 -2.4868 -0.009 0.060 -0.032
C 2.1437 4.0724 -2.6826 -0.023 0.001 0.008
C 1.3946 5.0836 -2.1137 0.010 0.031 -0.011
C 0.2286 4.8165 -1.3801 0.018 0.030 0.037
C -0.2153 3.5264 -1.1780 0.127 -0.038 0.051
C 0.5380 2.4942 -1.7343 0.078 0.002 -0.003
N 0.3225 1.1265 -1.7100 0.146 -0.163 0.090
C 1.2841 0.6101 -2.4317 -0.095 -0.025 -0.055
C 1.3533 -0.8155 -2.7268 0.190 -0.104 -0.011
C 2.1593 -1.4701 -3.6084 -0.265 0.071 -0.001
S 1.7363 -3.1237 -3.6515 0.022 0.025 0.077
C 0.5534 -2.8511 -2.4513 0.019 -0.043 -0.016
N 0.4607 -1.6173 -2.0646 -0.003 0.039 -0.045
H 2.9586 1.3696 -3.4801 0.024 -0.025 0.024
H 3.0349 4.2855 -3.2558 0.034 0.011 -0.023
H 1.7110 6.1095 -2.2413 0.009 0.025 -0.001
H -0.3254 5.6426 -0.9566 -0.015 0.026 0.004
H -1.1004 3.3114 -0.5970 -0.056 0.002 0.040
H 2.9355 -1.0745 -4.2374 0.047 0.048 -0.068
H -0.0541 -3.6311 -2.0216 -0.092 -0.077 0.020
C 3.5668 0.7095 3.7583 -0.087 0.058 -0.061
Ge 2.0455 1.1877 2.6028 -0.007 0.020 0.060
C 0.5561 1.7459 3.7386 0.022 -0.077 -0.039
C 2.6391 2.7588 1.5836 0.008 -0.076 -0.024
Ge 1.4442 -0.7857 1.2648 0.393 0.018 0.328
C 1.2757 -2.3825 2.4091 -0.015 0.069 -0.097
C 0.1542 -3.2074 2.4040 -0.062 0.013 -0.048
C 0.0974 -4.3302 3.2195 -0.048 -0.026 -0.004
C 1.1624 -4.6458 4.0465 -0.013 -0.043 0.027
C 2.2947 -3.8453 4.0463 0.045 0.007 0.017
C 2.3506 -2.7256 3.2314 0.017 0.014 -0.031
C 2.9259 -1.2180 0.0457 -0.080 0.008 0.009
C 3.7370 -0.2272 -0.5036 -0.011 0.135 -0.022
C 4.7605 -0.5448 -1.3860 0.013 0.045 0.038
C 4.9910 -1.8668 -1.7320 0.067 -0.039 -0.011
C 4.1947 -2.8678 -1.1907 0.066 -0.004 -0.007
C 3.1703 -2.5435 -0.3169 0.015 -0.065 0.102
H 3.8482 1.6040 4.3155 0.031 0.028 0.024
H 4.4260 0.3831 3.1758 0.051 -0.029 -0.061
H 3.3086 -0.0690 4.4702 -0.054 -0.079 0.059
H 0.8921 2.5369 4.4091 0.027 0.039 0.017
H 0.1904 0.9157 4.3392 -0.020 -0.053 0.030
H -0.2718 2.1205 3.1406 -0.083 0.016 -0.060
H 2.8767 3.5383 2.3087 -0.008 0.037 0.030
H 1.8673 3.1370 0.9199 -0.132 0.032 -0.108
H 3.5372 2.5674 0.9983 0.033 -0.028 0.014
H -0.6807 -3.0075 1.7417 0.014 -0.016 -0.025
H -0.7819 -4.9600 3.1964 -0.022 -0.016 -0.007
H 1.1169 -5.5198 4.6823 -0.005 -0.026 0.018
H 3.1376 -4.0958 4.6771 0.023 0.000 0.017
H 3.2518 -2.1261 3.2244 0.055 0.066 0.022
H 3.5675 0.8134 -0.2482 -0.010 -0.014 0.011
H 5.3867 0.2402 -1.7909 0.046 0.035 -0.011
H 5.7971 -2.1199 -2.4085 0.017 -0.009 -0.019
H 4.3778 -3.9032 -1.4473 -0.003 -0.026 -0.015
H 2.5634 -3.3346 0.1102 -0.026 -0.015 -0.012
N -5.1102 2.5002 5.1166 -0.079 0.064 0.102
C -4.4571 1.9850 4.3247 -0.013 0.004 0.003
C -3.6399 1.3495 3.3320 0.035 -0.019 -0.041
C -3.5091 1.9253 2.0709 -0.003 -0.048 -0.043
C -2.7147 1.3050 1.1187 0.032 0.009 0.002
C -2.0225 0.1237 1.3979 0.078 0.107 -0.021
C -2.1770 -0.4347 2.6659 0.055 -0.072 0.018
C -2.9835 0.1587 3.6263 0.074 0.012 -0.022
H -4.0406 2.8404 1.8418 0.008 0.004 0.000
H -2.6621 1.7523 0.1315 0.023 0.009 0.002
H -1.6694 -1.3583 2.9240 -0.019 0.070 0.011
H -3.0984 -0.2883 4.6052 -0.005 -0.011 0.004
```
Positions in Å, forces in eV/Å.

The lowest unoccupied orbital energy (alpha / beta) is -0.292 / -1.587 eV. As for the spin multiplicity: 2. Its HOMO energy (alpha / beta) is -7.2 / -8.6 eV. Its expectation value of S² is 0.758.

These are the Löwdin partial charges, in e, on atoms 1 to 8: Cd 1.29; O 0.04; C -0.63; O -0.20; C -0.17; C 0.01; C 0.01; C -0.15

Density functional theory data (ωB97M-V/def2-TZVPD) for a molecular structure, C42H36I2N4O4P2TeTi.

Geometry as XYZ:
```
92
Properties=species:S:1:pos:R:3:forces:R:3
Ti 0.9864 -0.5274 1.6061 -0.379 -0.081 -0.237
O 3.2660 1.0457 -0.2144 -0.062 0.013 -0.088
C 2.7863 1.6393 0.9529 -0.315 -0.012 0.481
O 2.3909 0.5755 1.8108 0.067 -0.181 -0.398
C 0.4220 2.5138 1.5888 0.089 0.041 0.036
C -0.1901 3.6745 2.0590 -0.002 -0.036 -0.025
C -1.1227 3.5992 3.0810 0.046 -0.058 -0.013
C -1.3761 2.3734 3.6865 -0.027 -0.035 -0.084
C -0.7593 1.2642 3.1516 -0.174 0.076 0.194
N 0.0476 1.3298 2.0906 0.129 -0.050 -0.039
C -0.7845 -0.0962 3.7957 0.208 -0.122 -0.248
O -1.2816 -0.3562 4.8451 -0.144 -0.021 -0.019
O -0.0741 -0.9774 3.0518 0.066 0.179 0.409
H 4.1552 1.3682 -0.4022 0.052 -0.004 0.006
H 0.1168 4.6323 1.6636 0.004 0.006 0.006
H -1.5879 4.5011 3.4542 -0.018 0.009 0.010
H -2.0064 2.2676 4.5579 -0.004 0.000 0.009
I 1.2367 -4.3294 3.9495 -0.003 -0.029 -0.037
C 1.4071 -2.7571 5.3617 -0.066 -0.062 0.032
I 2.7590 -1.2324 4.8120 0.151 0.096 -0.002
H 1.7756 -3.1959 6.2799 -0.050 0.013 0.024
H 0.4312 -2.3024 5.4849 -0.003 -0.034 -0.001
Te -1.6540 -1.5802 -3.0319 -0.130 -0.106 0.157
C -2.0922 0.1673 -4.1007 0.043 0.227 -0.169
C -2.8162 1.2137 -3.5449 0.007 -0.082 0.019
C -3.0623 2.3319 -4.3285 -0.060 0.084 0.032
N -2.6667 2.4535 -5.5918 0.004 -0.038 0.045
C -2.0113 1.4280 -6.1217 0.044 -0.017 -0.104
C -1.6891 0.2689 -5.4241 0.042 0.049 0.023
C -0.8563 -0.7159 -1.2672 0.114 -0.222 -0.118
P -1.4650 -0.9539 0.4258 0.395 0.569 0.078
C -2.6497 0.3651 0.7992 -0.129 -0.072 -0.067
C -3.6185 0.1395 1.7785 -0.057 -0.042 -0.007
C -4.5065 1.1462 2.1218 -0.021 0.057 0.006
C -4.4411 2.3806 1.4893 0.013 -0.031 0.014
C -3.4731 2.6127 0.5213 0.010 -0.024 0.004
C -2.5751 1.6112 0.1815 0.078 0.087 0.039
C -2.4368 -2.4529 0.6165 0.016 -0.079 0.083
C -3.6200 -2.6347 -0.1040 -0.008 -0.030 -0.013
C -4.3907 -3.7625 0.1225 0.002 0.013 -0.015
C -4.0037 -4.6927 1.0795 0.013 -0.020 0.034
C -2.8500 -4.4954 1.8258 -0.054 0.003 -0.040
C -2.0668 -3.3752 1.5955 0.058 0.027 0.072
P 0.6444 -0.0423 -1.0242 0.143 -0.398 0.148
C 1.6084 0.0593 -2.5270 -0.064 0.267 -0.053
C 2.7597 -0.7252 -2.6155 -0.019 -0.041 -0.009
C 3.4982 -0.7204 -3.7855 -0.010 0.031 -0.007
C 3.1152 0.0950 -4.8452 0.045 -0.023 -0.019
C 1.9943 0.9037 -4.7418 -0.026 0.002 0.024
C 1.2336 0.8884 -3.5814 0.003 -0.044 -0.040
C 1.5897 2.5527 0.6797 -0.038 0.130 -0.128
C 1.6865 3.5001 -0.2800 0.074 0.021 0.036
C 2.8913 3.9401 -0.9281 -0.074 -0.025 -0.024
C 4.1174 3.9539 -0.3528 0.017 -0.020 0.013
C 4.4326 3.4842 0.9763 -0.002 0.068 0.011
C 3.7943 2.5075 1.6407 0.008 0.021 -0.101
H -3.2051 1.1659 -2.5374 0.004 -0.001 0.054
H -3.6205 3.1673 -3.9195 0.008 0.002 0.002
H -1.7103 1.5339 -7.1581 -0.008 0.001 -0.003
H -1.1202 -0.5086 -5.9164 0.006 -0.031 0.030
H -3.6991 -0.8257 2.2651 0.027 0.006 -0.017
H -5.2596 0.9612 2.8758 -0.008 -0.004 0.007
H -5.1487 3.1575 1.7451 -0.009 0.015 0.005
H -3.4232 3.5718 0.0224 0.002 0.013 -0.003
H -1.8144 1.8099 -0.5650 -0.024 -0.034 -0.042
H -3.9469 -1.8968 -0.8245 0.018 0.002 -0.012
H -5.3029 -3.9097 -0.4391 -0.009 -0.003 -0.004
H -4.6171 -5.5660 1.2556 -0.002 -0.009 0.007
H -2.5672 -5.2029 2.5930 0.010 -0.011 0.013
H -1.1814 -3.2072 2.2004 -0.003 -0.020 -0.040
H 3.0784 -1.3338 -1.7766 -0.014 0.007 0.021
H 4.3798 -1.3410 -3.8711 0.007 -0.004 0.000
H 3.7030 0.1041 -5.7533 0.001 0.000 -0.005
H 1.7074 1.5448 -5.5643 -0.004 0.012 -0.004
H 0.3574 1.5192 -3.5046 -0.049 -0.003 0.010
H 0.7862 4.0493 -0.5394 -0.010 -0.002 -0.015
H 2.7749 4.4575 -1.8722 -0.002 0.006 -0.008
H 4.9025 4.4833 -0.8785 0.025 0.011 0.016
H 5.2359 4.0015 1.4875 0.018 0.003 -0.006
H 3.9917 2.3099 2.6864 0.018 -0.064 -0.003
C 0.6988 -3.8750 -0.4029 -0.046 0.015 -0.031
C 1.9239 -3.3622 0.2541 -0.091 -0.096 -0.018
N 2.1193 -2.1928 0.8668 0.139 0.038 0.001
C 3.4777 -2.1558 1.2062 0.036 0.043 0.029
C 4.0666 -3.3052 0.8207 -0.021 0.014 0.006
N 3.0717 -4.0477 0.2248 -0.018 0.068 0.013
H -0.1908 -3.3916 -0.0197 -0.006 0.002 0.028
H 0.5930 -4.9461 -0.2313 0.001 -0.007 -0.018
H 0.7524 -3.7022 -1.4812 -0.003 0.004 0.002
H 3.9155 -1.3032 1.6897 -0.031 -0.022 0.046
H 5.0750 -3.6629 0.9200 0.023 0.018 0.002
H 3.1778 -4.9630 -0.1832 0.010 -0.015 0.000
```
Positions in Å, forces in eV/Å.

The lowest unoccupied orbital energy is -6.555 eV. As for the charge: +2. Its HOMO energy is -12.9 eV.

These are the Löwdin partial charges, in e, on atoms 1 to 8: Ti 0.89; O 0.01; C -0.57; O -0.26; C -0.19; C 0.04; C 0.01; C 0.05

| no. | E (eV) |
| --- | --- |
| 1 | -184116.5484 |
| 2 | -123464.6692 |